Record 1
17
Properties=species:S:1:pos:R:3 method="wB97M-V/def2-TZVPD" gap_ev=9.086 lumo_ev=0.923 largest_force_ha_per_bohr=0.0070 relative_energy_kj_mol=104.9
C 2.5074 0.1513 0.0795
C 1.0117 0.1309 0.3604
C 0.1846 1.3477 0.0600
C -1.1365 1.2641 -0.1731
C -1.8937 0.0127 -0.2789
C -1.5884 -1.1747 0.2709
O -2.1124 -2.3639 -0.1231
H 2.6985 0.1542 -0.9981
H 3.0264 1.0009 0.5325
H 2.9452 -0.7674 0.4870
H 0.8449 -0.1675 1.4050
H 0.5811 -0.6714 -0.2498
H 0.6742 2.3201 0.0023
H -1.6864 2.1702 -0.4250
H -2.7356 0.0219 -0.9731
H -0.9026 -1.3181 1.0978
H -2.4803 -2.2374 -1.0080

---

Record 2
17
Properties=species:S:1:pos:R:3 method="wB97M-V/def2-TZVPD" gap_ev=10.187 lumo_ev=1.024 largest_force_ha_per_bohr=0.0820 relative_energy_kj_mol=623.4
C 0.1429 0.3260 0.2483
C -0.9202 -1.4260 0.2016
C 2.3958 -0.4209 -0.5063
C 1.6851 -0.1541 0.6521
C -1.1988 -0.0608 0.8929
C -1.7196 0.3563 -0.5324
H 0.9670 2.0896 -0.3578
H -0.0567 -1.8606 0.6303
H -1.8407 -1.9856 -0.1094
H 1.4597 -0.5900 -1.3645
H 3.4819 -0.7062 -0.6122
H 2.0421 -0.1275 1.6833
H -2.0068 0.0407 1.7790
H -1.7461 1.4405 -0.9638
H -2.6988 -0.0775 -1.0539
N -0.3982 -0.5020 -0.8479
O 0.1093 1.6960 0.0709

---

Record 3
41
Properties=species:S:1:pos:R:3 method="wB97M-V/def2-TZVPD" gap_ev=8.102 lumo_ev=-0.047 largest_force_ha_per_bohr=0.0221 smiles="CS(=O)(=O)c1ccc(-c2cnc(NCc3ccco3)n3cnnc23)cc1" relative_energy_kj_mol=0.0
C 4.5857 3.5353 -3.3611
H 4.9543 2.5656 -3.0537
H 4.4585 4.1970 -2.5145
H 5.2441 3.9789 -4.0974
S 2.9575 3.2993 -4.1380
O 3.1055 2.3553 -5.2123
O 2.4148 4.5958 -4.4448
C 1.9927 2.5555 -2.8248
C 1.2209 3.3623 -2.0118
C 0.5052 2.7950 -0.9749
C 0.5619 1.4173 -0.7463
C 1.3581 0.6225 -1.5753
C 2.0693 1.1924 -2.6141
H 2.6729 0.5932 -3.2774
H 1.4193 -0.4370 -1.3882
C -0.2080 0.8108 0.3383
C -1.3617 1.3528 0.8500
N -2.1048 0.7896 1.8176
C -1.7381 -0.3339 2.3632
N -2.5292 -0.8328 3.3499
H -3.3566 -0.2595 3.4414
C -2.7152 -2.2468 3.6315
C -2.7173 -3.0827 2.3866
C -2.2536 -4.3384 2.1284
C -2.5195 -4.5822 0.7581
C -3.1176 -3.4572 0.2872
O -3.2454 -2.5432 1.2652
H -3.4820 -3.1856 -0.6830
H -2.2871 -5.4696 0.2077
H -1.7837 -5.0062 2.8207
H -1.9355 -2.6089 4.3107
H -3.6716 -2.3458 4.1535
N -0.5689 -0.9434 1.9892
C 0.1593 -2.0422 2.3736
N 1.2240 -2.1547 1.6444
N 1.2603 -1.1570 0.7602
C 0.2029 -0.4061 0.9474
H -0.0948 -2.7039 3.1708
H -1.7788 2.2700 0.4629
H -0.0835 3.4269 -0.3282
H 1.1855 4.4217 -2.2127

---

Record 4
8
Properties=species:S:1:pos:R:3 method="wB97M-V/def2-TZVPD" gap_ev="6.479 / 7.818" lumo_ev="3.492 / 3.587" largest_force_ha_per_bohr=0.0949 charge=-1 relative_energy_kj_mol=479.3
N -0.2211 -0.1933 -1.0744
O -1.5950 0.1282 0.7291
O 1.9447 -1.0285 0.3033
O 0.8788 1.3321 0.7406
P 1.1252 0.1488 -0.2219
H -0.2906 -1.0883 -1.5154
H -1.7780 -0.3630 -0.0348
H -0.0640 1.0640 1.0735

---

Record 5
41
Properties=species:S:1:pos:R:3 method="wB97M-V/def2-TZVPD" gap_ev=4.526 lumo_ev=1.885 largest_force_ha_per_bohr=0.0465 charge=-1 relative_energy_kj_mol=0.0
Cl -5.5291 0.7416 2.5499
C -3.9268 0.1533 2.5699
C -3.6904 -1.2290 2.6843
C -2.3869 -1.6924 2.7389
C -1.2641 -0.8081 2.6534
C 0.0191 -1.3829 2.8486
C 1.3226 -0.8221 2.7057
C 2.3971 -1.7614 2.5351
C 3.7360 -1.3640 2.5804
C 4.0325 0.0116 2.6702
Cl 5.6659 0.5146 2.7816
C 3.0081 0.9541 2.7070
C 1.6733 0.5479 2.7941
C -1.5445 0.5696 2.4051
C -2.8505 1.0473 2.4477
H -4.5331 -1.9142 2.7231
H -2.1966 -2.7640 2.8386
H -0.0012 -2.4471 3.1063
H 2.1422 -2.8057 2.3271
H 4.5440 -2.0937 2.4975
H 3.2551 2.0128 2.6939
H 0.9031 1.3077 2.9252
H -0.7404 1.2547 2.1549
H -3.0556 2.1102 2.3534
C -1.0197 -2.1172 7.3310
Li 3.1528 -2.2502 4.5368
C -1.4206 -1.1065 6.4103
C -0.2508 -0.5777 5.8060
C 0.8907 -1.2328 6.3605
C 0.4087 -2.2066 7.3235
C 1.3184 -2.9928 8.0357
C 2.6728 -2.9254 7.7250
C 3.1586 -1.9708 6.8063
C 2.2803 -1.0819 6.1610
H -1.6559 -2.7407 7.9605
H -2.4407 -0.7795 6.2145
H -0.1967 0.2415 5.0936
H 0.9363 -3.6402 8.8244
H 3.3714 -3.6206 8.1949
H 4.2334 -1.9104 6.6081
H 2.6386 -0.2868 5.4976

---

Record 6
61
Properties=species:S:1:pos:R:3 method="wB97M-V/def2-TZVPD" gap_ev=9.525 lumo_ev=-2.348 largest_force_ha_per_bohr=0.0969 relative_energy_kj_mol=188.8
Hf 0.1212 -0.1461 0.0856
C -1.1525 2.1031 -3.4517
F -0.9070 2.9190 -4.4598
F -2.4360 2.1377 -3.1917
F -0.7301 0.8955 -3.8093
S -0.1151 2.4226 -1.8792
O 0.9086 1.3713 -1.7772
O 0.3155 3.7667 -1.8125
N -0.9491 1.7883 -0.4600
S -1.9437 2.9715 -0.0465
O -2.4554 3.7628 -1.1446
O -2.9299 2.3381 0.8006
C -0.9331 4.1853 1.0745
F -1.0003 5.4170 0.5771
F -1.4932 4.0986 2.2753
F 0.3494 3.8095 1.1472
C -0.6446 -4.3606 1.6246
F -0.5523 -5.1953 2.6279
F 0.1603 -4.6431 0.6433
F -1.8899 -4.3916 1.2169
S -0.2450 -2.5745 2.2031
O -0.3118 -2.5270 3.6316
O 0.9399 -2.1749 1.4778
N -1.2342 -1.3828 1.4051
S -2.7230 -1.3991 2.1603
O -3.6501 -0.9243 1.1871
O -3.0662 -2.5846 2.8841
C -2.5446 0.0236 3.4187
F -3.6338 0.1497 4.1938
F -1.4982 -0.2377 4.2186
F -2.3276 1.1965 2.8233
C 2.5766 0.0188 3.6573
F 3.5395 -0.7467 3.2292
F 1.4864 -0.6794 3.8856
F 2.8635 0.7104 4.7278
S 2.0999 1.2732 2.2603
O 0.6216 1.2961 2.1685
O 2.7300 2.5524 2.4376
N 2.1942 0.4912 0.7051
S 3.7773 0.5601 0.2462
O 4.7128 0.7920 1.3133
O 4.0789 -0.6019 -0.5576
C 3.8166 2.1662 -0.7808
F 3.6337 1.8180 -2.0614
F 2.8374 2.9787 -0.3798
F 4.9799 2.8007 -0.6742
C 1.6092 -1.6773 -3.6630
F 2.2733 -0.5697 -3.3915
F 0.6348 -1.3465 -4.4898
F 2.4164 -2.5520 -4.2265
S 0.9760 -2.4132 -2.0235
O 1.0139 -3.8420 -1.9676
O 1.7594 -1.7105 -1.0047
N -0.4040 -1.4761 -1.6354
S -1.5720 -2.4605 -2.3138
O -1.2280 -2.8831 -3.6400
O -2.0018 -3.4777 -1.4057
C -2.9988 -1.1972 -2.4647
F -2.8261 -0.2401 -1.5544
F -2.8767 -0.6146 -3.6466
F -4.1519 -1.7847 -2.3938

---

Record 7
75
Properties=species:S:1:pos:R:3 method="wB97M-V/def2-TZVPD" gap_ev=6.020 lumo_ev=1.286 largest_force_ha_per_bohr=0.1256 charge=-1
C -1.2438 -3.3608 3.4424
P -0.5119 -2.4599 1.8638
C -2.3239 -2.0547 1.3990
N -0.3289 -0.9885 2.8933
O -0.7079 -3.9535 0.9206
Br 1.5406 -3.3252 2.5256
C 0.2196 -1.6183 0.3296
C 1.6095 -0.8459 0.5290
C 2.7487 -1.6467 -0.2847
S 4.4834 -1.0879 0.0493
C 4.5588 0.7393 0.2899
S 4.5637 1.8849 -0.9366
N 4.6562 1.2001 1.7127
C 5.8664 0.7575 2.3700
C 5.6198 1.3437 3.7835
N 4.3528 2.0603 3.7675
C 3.7307 1.9854 2.4880
H -0.5548 -4.2136 3.7684
H -2.3218 -3.7207 3.2206
H -1.3439 -2.6421 4.3357
H -2.9429 -1.6045 2.2570
H -2.8760 -3.0325 1.1261
H -2.4618 -1.3578 0.5090
H -1.2220 -0.6526 3.2883
H 0.2798 -1.1739 3.7080
H -1.0006 -4.6551 1.5509
H -0.4788 -0.8984 -0.2167
H 0.4298 -2.4671 -0.4294
H 1.8879 -0.5940 1.6003
H 1.5188 0.1738 -0.0138
H 2.5128 -1.4645 -1.4009
H 2.6501 -2.7650 -0.0962
H 6.7347 0.1580 1.9597
H 6.3048 1.2259 4.6842
H 2.7534 2.3887 2.0915
Br 0.7322 3.5491 -1.4177
C 1.7524 5.1624 -1.8126
C 2.1787 5.2002 -3.2591
Br 3.6883 4.0096 -3.5794
H 2.5900 5.1875 -1.1156
H 1.0750 5.9885 -1.5901
H 2.5385 6.1949 -3.5277
H 1.3894 4.9062 -3.9505
Br 5.0151 7.9170 -0.9437
C 5.2486 8.5665 -2.7661
C 4.6434 9.9368 -2.9406
Br 2.7018 9.8382 -3.0871
H 4.8170 7.8165 -3.4286
H 6.3285 8.6009 -2.9185
H 4.9761 10.3875 -3.8769
H 4.8661 10.6148 -2.1172
Br -0.5275 -5.5499 -3.3643
C -1.8162 -4.5974 -2.2514
C -2.5974 -3.5894 -3.0590
Br -1.5332 -1.9952 -3.4163
H -1.2569 -4.1503 -1.4276
H -2.4766 -5.3713 -1.8577
H -3.4612 -3.2337 -2.4960
H -2.9305 -3.9709 -4.0218
Br -4.0965 -6.3649 -4.6340
C -5.5289 -7.1548 -3.5730
C -6.4193 -6.0935 -2.9754
Br -5.5760 -5.2454 -1.4364
H -5.0563 -7.7922 -2.8261
H -6.0895 -7.7767 -4.2728
H -7.3375 -6.5368 -2.5867
H -6.6734 -5.2990 -3.6765
Br -3.1114 0.0074 4.2155
C -4.8550 0.5258 3.5187
C -5.2392 1.9106 3.9771
Br -5.8419 1.9015 5.8316
H -5.5624 -0.2431 3.8282
H -4.7456 0.4969 2.4329
H -6.0902 2.2828 3.4045
H -4.4219 2.6282 3.9123

---

Record 8
11
Properties=species:S:1:pos:R:3 method="wB97M-V/def2-TZVPD" gap_ev="5.246 / 5.151" multiplicity=3 lumo_ev="-9.029 / -9.125" largest_force_ha_per_bohr=0.0794 charge=+2 s2=2.001
Ce 4.0218 0.7762 -0.7558
O 1.6421 0.0083 -0.8423
C 0.4804 0.3959 -0.2821
H 0.7438 -0.6432 1.5932
H -0.0298 1.2264 -0.7900
C -1.3512 -0.1402 1.1872
C 0.0846 -0.0343 0.9632
C -2.0567 -0.2610 0.0496
O -2.6163 -0.7266 -0.8725
Li 0.9377 -0.8853 -2.3074
H -1.8564 0.2838 2.0571